C46H43ClMgN5O5Si | ωB97M-V/def2-TZVPD

Structure (XYZ):
```
102
Properties=species:S:1:pos:R:3:forces:R:3
Mg -1.019130 0.543487 0.323098 0.575 -0.656 -0.651
C -3.233937 2.751399 1.050021 -0.381 0.428 0.027
N -3.101915 1.322225 0.989942 -0.297 0.184 -0.156
C -3.942753 0.474491 1.770924 -0.460 -0.113 0.188
C -3.179531 -0.783892 2.024633 -0.203 -0.356 0.264
N -2.071744 -1.088799 1.430907 -0.272 0.377 -0.202
C -1.628432 -2.255209 1.987066 -0.502 -0.748 0.686
C -0.479426 -2.994147 1.734545 -0.126 0.088 0.053
C -0.276361 -4.124163 2.501134 0.156 0.014 -0.128
C -1.191208 -4.523884 3.477105 -0.073 -0.143 0.038
C -2.350252 -3.816325 3.724954 -0.111 0.005 0.044
C -2.553257 -2.672836 2.972729 0.526 -0.145 -0.412
N -3.543528 -1.715397 2.962545 -0.151 0.147 0.008
C -1.837466 3.265421 1.086309 0.120 0.540 0.187
N -0.845207 2.577174 0.622139 -0.640 0.277 -0.252
C 0.302746 3.219766 0.995283 0.307 1.076 0.465
C 1.631602 2.861172 0.830265 -0.057 0.101 0.184
C 2.580026 3.697802 1.385042 0.036 -0.084 -0.057
C 2.226448 4.844502 2.096169 0.024 0.128 0.044
C 0.906694 5.216741 2.270922 -0.090 0.173 0.028
C -0.048007 4.386093 1.710980 0.553 -0.307 -0.303
N -1.426891 4.392330 1.739167 -0.290 0.059 -0.036
H -3.763789 3.158270 0.173421 0.069 -0.061 0.263
H -3.766399 3.060535 1.959860 0.086 -0.052 -0.117
H -3.029098 1.023377 0.021522 -0.645 -0.076 -0.378
H -4.151281 0.953077 2.739032 0.021 -0.050 -0.140
H -4.926908 0.234100 1.312431 0.283 0.091 0.112
H 0.220954 -2.664580 0.982325 0.153 -0.004 -0.085
H 0.617001 -4.713556 2.353440 0.076 -0.024 -0.050
H -0.989618 -5.419481 4.046761 0.022 -0.057 0.073
H -3.057026 -4.135415 4.476137 -0.050 -0.046 0.113
H -4.367318 -1.686908 3.539461 0.138 0.002 -0.045
H 1.882341 1.939388 0.339661 0.041 -0.060 -0.028
H 3.625455 3.453127 1.281075 0.112 -0.104 -0.007
H 3.003459 5.447840 2.543669 0.075 0.079 -0.015
H 0.636193 6.106790 2.822019 0.003 0.050 0.073
H -2.015676 5.104460 2.136477 0.038 -0.153 -0.008
Cl -5.299303 -2.354864 -5.433401 -0.143 -0.119 -0.215
C -4.384105 -1.644779 -4.132880 -0.010 0.155 -0.113
C -3.788561 -2.481293 -3.183040 -0.003 0.107 -0.041
C -3.048465 -1.942735 -2.171435 0.138 0.059 0.198
C -2.883303 -0.528243 -2.009636 -0.816 -0.129 -0.750
O -2.215531 -0.055090 -1.059938 -0.424 -0.072 -0.433
C -3.549436 0.299127 -2.986031 0.375 -0.702 0.374
C -3.515739 1.730691 -2.883279 -0.262 0.508 -0.152
O -3.151542 2.400819 -1.931870 -0.029 0.052 -0.071
C -4.249222 -0.286307 -4.052472 0.084 -0.025 0.146
H -3.918167 -3.550640 -3.271489 0.047 -0.074 0.010
H -2.551066 -2.576952 -1.451432 0.031 -0.057 0.090
H -3.920305 2.247939 -3.785102 0.067 0.005 0.051
H -4.696304 0.346711 -4.806496 -0.078 0.087 -0.048
C 0.174941 1.363751 -4.111809 0.101 -0.016 0.248
C 0.919795 0.058035 -3.837649 0.124 -0.173 0.052
C 2.100189 -0.020352 -4.806615 0.015 0.028 0.261
C -0.054037 -1.080018 -4.129918 0.094 0.029 0.238
Si 1.503384 0.035507 -1.978116 0.651 -0.089 -0.651
O 0.383114 0.358639 -0.938709 0.200 0.179 -0.090
C 2.333525 -1.616079 -1.464725 -0.190 0.286 -0.399
C 2.612247 -1.752757 -0.105864 -0.045 0.170 0.040
C 3.154060 -2.914929 0.410630 0.105 -0.112 0.211
C 3.451460 -3.977927 -0.425605 0.043 -0.111 -0.018
C 3.197424 -3.860419 -1.780963 0.066 -0.225 -0.051
C 2.641264 -2.695156 -2.285107 0.027 -0.007 -0.211
C 2.929146 1.327017 -1.969123 -0.342 -0.387 0.061
C 2.641156 2.685742 -2.067459 -0.007 0.045 -0.131
C 3.641911 3.640492 -2.111084 -0.044 0.189 -0.090
C 4.969925 3.253772 -2.037062 0.088 0.090 0.026
C 5.279658 1.910588 -1.904835 0.275 0.042 -0.008
C 4.268128 0.964340 -1.876482 0.024 -0.119 0.006
H -0.263969 1.357206 -5.113675 -0.025 -0.049 -0.122
H 0.847428 2.214879 -4.047172 0.047 0.195 -0.024
H -0.621570 1.499044 -3.386312 -0.220 0.127 0.138
H 1.752850 0.019315 -5.842312 -0.070 -0.006 -0.120
H 2.664778 -0.939573 -4.674677 0.154 -0.162 -0.060
H 2.782399 0.811570 -4.643383 0.140 0.090 -0.055
H -0.387864 -1.053300 -5.171498 -0.023 0.028 -0.106
H -0.926678 -0.980408 -3.493470 -0.180 -0.107 0.037
H 0.386186 -2.054676 -3.938916 0.035 -0.225 0.003
H 2.405578 -0.925954 0.555015 -0.063 0.139 0.210
H 3.349962 -2.994445 1.472717 0.014 0.050 0.070
H 3.885304 -4.886304 -0.026482 0.000 -0.040 0.013
H 3.433704 -4.683370 -2.445024 -0.018 -0.009 -0.044
H 2.452321 -2.635394 -3.347237 -0.028 -0.015 -0.124
H 1.607883 2.997292 -2.091024 -0.160 0.122 -0.001
H 3.389642 4.690785 -2.201536 -0.025 0.006 0.043
H 5.755393 3.999938 -2.066888 0.020 -0.016 0.003
H 6.316547 1.604391 -1.822122 -0.008 -0.030 -0.004
H 4.520542 -0.081126 -1.765956 0.082 -0.123 -0.007
O 2.152281 0.358899 2.299870 0.466 -0.128 -0.043
C 0.977616 0.140134 2.576299 0.156 -0.144 0.730
O -0.038595 0.447256 1.903680 0.427 0.045 1.149
C 0.673671 -0.589220 3.884563 0.075 0.084 -0.207
C 1.598097 -1.490063 4.394444 0.029 0.141 -0.072
C 1.309372 -2.214663 5.535225 0.015 -0.072 0.148
C 0.098929 -2.026641 6.181958 -0.092 -0.133 0.130
C -0.822561 -1.119076 5.686097 -0.056 0.041 0.235
C -0.535337 -0.402221 4.540741 0.079 0.063 -0.153
H 2.536912 -1.602092 3.871942 0.084 -0.017 -0.041
H 2.018590 -2.928711 5.932579 0.071 -0.035 -0.031
H -0.135600 -2.596981 7.070378 0.005 -0.045 0.079
H -1.761591 -0.972650 6.206678 -0.047 0.017 -0.012
H -1.235222 0.312557 4.131328 -0.109 0.011 -0.079
```
Positions in Å, forces in eV/Å.

Calculated values
Frontier orbital gap: 0.2592 hartree
Total charge: -1
E_LUMO: 1.961 eV
HOMO energy: -0.1872 Ha

Mulliken atomic charge list, values in e, 99 entries:
1 Mg 1.6566
2 C -1.0259
3 N 0.2615
4 C -1.1234
5 C -0.1338
6 N 1.0984
7 C -0.6236
8 C -0.1326
9 C -0.8167
10 C -0.5288
11 C -1.1496
12 C 0.5388
13 N -0.0335
14 C 0.0160
15 N 0.3771
16 C -0.0487
17 C 0.5027
18 C -1.0953
19 C -0.7428
20 C -0.9887
21 C 0.7579
22 N -0.1324
23 H 0.3417
24 H 0.4911
25 H -0.4185
26 H 0.5084
27 H 0.3032
28 H 0.5799
29 H 0.4779
30 H 0.3901
31 H 0.4218
32 H 0.2335
33 H -0.0098
34 H 0.5359
35 H 0.4083
36 H 0.3841
37 H 0.2356
38 Cl -0.2806
39 C 0.1533
40 C -0.9611
41 C -0.0993
42 C -0.9973
43 O 0.9404
44 C 1.8975
45 C -0.7794
46 O -0.3732
47 C -1.2238
48 H 0.4265
49 H 0.4926
50 H 0.1304
51 H 0.3780
52 C -1.7712
53 C 2.1425
54 C -1.9341
55 C -1.8660
56 Si -0.9016
57 O 0.0409
58 C 0.8828
59 C -0.0714
60 C -0.4501
61 C -0.7371
62 C -0.8065
63 C -0.7190
64 C 0.9194
65 C -0.1060
66 C -0.9138
67 C -0.6693
68 C -0.7493
69 C -0.6597
70 H 0.4580
71 H 0.3852
72 H 0.1740
73 H 0.5306
74 H 0.2481
75 H 0.3006
76 H 0.5231
77 H 0.3788
78 H 0.2464
79 H 0.5666
80 H 0.4714
81 H 0.3634
82 H 0.3932
83 H 0.0319
84 H 0.5011
85 H 0.3945
86 H 0.3368
87 H 0.3997
88 H 0.4195
89 O -0.7738
90 C 0.0612
91 O -0.1384
92 C 0.0827
93 C -0.6300
94 C -0.6882
95 C -0.4545
96 C -0.5883
97 C 0.1932
98 H 0.4490
99 H 0.3870